[1]
Entry from OMol25: a single C24H33N3O2 molecule (ωB97M-V with the def2-TZVPD basis set).

**DFT total energy**: -33987.8120 eV
**HOMO level**: -7.1 eV
**Multiplicity**: 1
**Frontier orbital gap**: 7.75 eV
**Energy relative to the best compared isomer or geometry (same formula, charge and spin)**: 59.6 kcal/mol
**SMILES**: COc1ccc(CN2CCC[C@@H](N3CCN(c4ccc(OC)cc4)CC3)C2)cc1

Structure (XYZ):
```
62
C24H33N3O2, DFT ωB97M-V with the def2-TZVPD basis set
C 1.831 -0.590 5.863
O 0.828 -1.572 5.777
C 0.578 -2.143 4.564
C -0.414 -3.124 4.545
C -0.745 -3.762 3.369
C -0.100 -3.447 2.176
C -0.517 -4.088 0.875
N -1.582 -3.385 0.168
C -2.851 -3.393 0.871
C -3.953 -2.883 -0.053
C -3.624 -1.472 -0.525
C -2.261 -1.495 -1.217
N -1.947 -0.214 -1.826
C -1.925 0.931 -0.930
C -1.295 2.136 -1.622
N 0.102 1.871 -1.873
C 0.995 2.889 -2.124
C 0.573 4.204 -2.355
C 1.482 5.215 -2.573
C 2.852 4.961 -2.580
O 3.666 6.041 -2.816
C 5.054 5.831 -2.830
C 3.286 3.663 -2.353
C 2.372 2.650 -2.122
C 0.426 0.493 -2.164
C -0.807 -0.220 -2.730
C -1.215 -2.039 -0.225
C 0.891 -2.476 2.207
C 1.234 -1.826 3.381
H 1.598 0.280 5.240
H 2.810 -0.989 5.578
H 1.857 -0.287 6.908
H -0.910 -3.368 5.471
H -1.511 -4.524 3.377
H -0.870 -5.107 1.058
H 0.338 -4.139 0.195
H -3.068 -4.421 1.172
H -2.820 -2.766 1.781
H -4.029 -3.548 -0.915
H -4.907 -2.894 0.477
H -4.382 -1.105 -1.218
H -3.593 -0.805 0.339
H -2.325 -2.213 -2.043
H -1.364 0.736 -0.002
H -2.955 1.179 -0.660
H -1.852 2.354 -2.546
H -1.374 3.002 -0.958
H -0.478 4.443 -2.379
H 1.147 6.225 -2.752
H 5.499 6.803 -3.037
H 5.348 5.126 -3.616
H 5.418 5.466 -1.864
H 4.337 3.420 -2.342
H 2.749 1.659 -1.921
H 1.226 0.451 -2.909
H 0.773 -0.024 -1.257
H -0.548 -1.247 -2.989
H -1.102 0.291 -3.656
H -0.239 -2.087 -0.713
H -1.138 -1.366 0.647
H 1.419 -2.223 1.298
H 2.013 -1.079 3.357
```

Here are the natural (NBO) charges for atoms 1 to 6, given in e:
1 C -0.25
2 O -0.49
3 C 0.30
4 C -0.25
5 C -0.18
6 C -0.10



[2]
Entry from OMol25: 8 unconnected molecules or ions with the total composition C24H33N6O5P at a distorted geometry (ωB97M-V with the def2-TZVPD basis set).

**DFT total energy**: -53884.6237 eV
**HOMO level**: -2.4 eV
**Multiplicity**: 1
**Frontier orbital gap**: 7.36 eV
**Energy relative to the best compared isomer or geometry (same formula, charge and spin)**: 46.5 kcal/mol
**Net charge**: -2

Structure (XYZ):
```
69
C24H33N6O5P, DFT ωB97M-V with the def2-TZVPD basis set
O 1.041 -0.317 -0.290
H 1.685 0.382 -0.287
H 0.336 0.031 -0.682
H 0.693 -0.436 0.752
P -1.328 1.564 0.582
O -0.265 2.400 0.974
O -0.772 0.270 1.242
O -0.953 1.366 -0.784
O -2.723 1.779 0.862
N -1.175 2.905 -2.827
C -0.906 4.221 -2.921
C -1.379 4.759 -4.090
C -2.167 3.634 -4.648
C -2.014 2.492 -3.829
H -1.085 2.386 -1.775
H -0.230 4.708 -1.945
H -1.450 5.784 -4.311
H -2.790 3.623 -5.477
H -2.526 1.536 -4.018
N 2.096 -1.251 2.821
C 1.935 -2.194 1.855
C 3.249 -2.417 1.385
C 4.143 -1.426 2.097
C 3.325 -0.761 3.041
H 1.100 -0.706 3.280
H 1.121 -2.773 1.728
H 3.628 -2.962 0.429
H 5.254 -1.404 1.956
H 3.442 0.215 3.670
N -0.591 -0.250 3.544
C 0.180 0.561 4.401
C 0.150 -0.097 5.602
C -0.738 -1.245 5.527
C -1.229 -1.416 4.220
H -0.988 -0.133 2.629
H 0.723 1.476 4.062
H 0.704 0.260 6.415
H -1.122 -1.942 6.274
H -1.819 -2.089 3.496
N -1.435 -0.287 -2.621
C -2.457 -1.150 -2.705
C -2.282 -1.989 -3.698
C -1.105 -1.338 -4.486
C -0.645 -0.358 -3.744
H -1.207 0.546 -1.906
H -3.260 -1.051 -1.986
H -2.817 -2.809 -3.909
H -0.677 -1.702 -5.481
H 0.168 0.347 -3.860
N 1.949 2.280 -0.048
C 2.346 2.101 -1.432
C 3.573 1.529 -1.556
C 4.049 1.426 -0.105
C 3.060 1.827 0.804
H 1.100 2.589 0.380
H 1.661 2.352 -2.106
H 4.117 1.239 -2.302
H 4.944 0.900 0.221
H 3.240 1.880 1.858
N -1.606 -2.129 0.821
C -2.795 -2.733 1.263
C -2.969 -3.967 0.619
C -1.810 -4.059 -0.282
C -1.146 -2.836 -0.247
H -1.287 -1.061 0.806
H -3.387 -2.159 1.899
H -3.726 -4.636 0.671
H -1.683 -4.868 -0.877
H -0.449 -2.401 -0.977
```

Here are the natural (NBO) charges for atoms 1 to 6, given in e:
1 O -0.83
2 H 0.55
3 H 0.53
4 H 0.59
5 P 2.64
6 O -1.27



[3]
Entry from OMol25: a single C24H33N7O molecule at a distorted geometry (ωB97M-V with the def2-TZVPD basis set).

**DFT total energy**: -37899.9871 eV
**HOMO level**: -7.8 eV
**Multiplicity**: 1
**Frontier orbital gap**: 8.39 eV
**Energy relative to the best compared isomer or geometry (same formula, charge and spin)**: 55.1 kcal/mol
**SMILES**: COCCn1nnnc1[C@H](c1ccc(N(C)C)cc1)N1CCN(Cc2ccccc2)CC1

Structure (XYZ):
```
65
C24H33N7O, DFT ωB97M-V with the def2-TZVPD basis set
C 1.394 1.724 -4.466
O 2.476 1.613 -3.575
C 2.479 2.560 -2.538
C 1.619 2.155 -1.329
N 2.272 1.116 -0.584
N 3.575 1.166 -0.288
N 3.859 0.138 0.391
N 2.790 -0.622 0.582
C 1.789 -0.019 -0.020
C 0.397 -0.543 -0.068
C 0.006 -0.750 -1.519
C 0.698 -1.685 -2.277
C 0.396 -1.897 -3.605
C -0.632 -1.183 -4.239
N -0.960 -1.413 -5.554
C -0.098 -2.235 -6.369
C -1.877 -0.526 -6.227
C -1.324 -0.242 -3.464
C -1.005 -0.028 -2.137
N -0.555 0.334 0.616
C -0.061 1.013 1.802
C 0.124 0.084 3.002
N -1.152 -0.533 3.323
C -1.073 -1.335 4.532
C -0.851 -0.466 5.739
C 0.101 -0.788 6.695
C 0.280 0.018 7.807
C -0.486 1.158 7.969
C -1.435 1.489 7.016
C -1.619 0.681 5.910
C -1.632 -1.292 2.186
C -1.779 -0.371 0.969
H 0.431 1.564 -3.970
H 1.539 0.949 -5.215
H 1.388 2.707 -4.953
H 3.518 2.641 -2.208
H 2.138 3.538 -2.906
H 0.641 1.783 -1.640
H 1.485 3.027 -0.679
H 0.461 -1.535 0.412
H 1.495 -2.253 -1.819
H 0.972 -2.628 -4.147
H -0.060 -3.253 -5.973
H 0.924 -1.841 -6.421
H -0.498 -2.287 -7.379
H -2.854 -0.549 -5.740
H -1.516 0.511 -6.243
H -2.011 -0.857 -7.254
H -2.122 0.342 -3.894
H -1.552 0.713 -1.573
H 0.879 1.521 1.581
H -0.806 1.772 2.060
H 0.456 0.665 3.865
H 0.900 -0.670 2.775
H -0.277 -2.100 4.465
H -2.030 -1.857 4.643
H 0.707 -1.675 6.571
H 1.024 -0.244 8.545
H -0.343 1.789 8.835
H -2.035 2.380 7.138
H -2.352 0.932 5.158
H -2.612 -1.711 2.432
H -0.957 -2.135 1.945
H -2.117 -0.952 0.109
H -2.529 0.391 1.198
```

Here are the natural (NBO) charges for atoms 1 to 6, given in e:
1 C -0.25
2 O -0.53
3 C -0.07
4 C -0.26
5 N -0.20
6 N -0.07



> DFT total energy of number 1 (C24H33N3O2)?

-33987.8120 eV



Repeat the third record exactly.
Entry from OMol25: a single C24H33N7O molecule at a distorted geometry (ωB97M-V with the def2-TZVPD basis set).

**DFT total energy**: -37899.9871 eV
**HOMO level**: -7.8 eV
**Multiplicity**: 1
**Frontier orbital gap**: 8.39 eV
**Energy relative to the best compared isomer or geometry (same formula, charge and spin)**: 55.1 kcal/mol
**SMILES**: COCCn1nnnc1[C@H](c1ccc(N(C)C)cc1)N1CCN(Cc2ccccc2)CC1

Structure (XYZ):
```
65
C24H33N7O, DFT ωB97M-V with the def2-TZVPD basis set
C 1.394 1.724 -4.466
O 2.476 1.613 -3.575
C 2.479 2.560 -2.538
C 1.619 2.155 -1.329
N 2.272 1.116 -0.584
N 3.575 1.166 -0.288
N 3.859 0.138 0.391
N 2.790 -0.622 0.582
C 1.789 -0.019 -0.020
C 0.397 -0.543 -0.068
C 0.006 -0.750 -1.519
C 0.698 -1.685 -2.277
C 0.396 -1.897 -3.605
C -0.632 -1.183 -4.239
N -0.960 -1.413 -5.554
C -0.098 -2.235 -6.369
C -1.877 -0.526 -6.227
C -1.324 -0.242 -3.464
C -1.005 -0.028 -2.137
N -0.555 0.334 0.616
C -0.061 1.013 1.802
C 0.124 0.084 3.002
N -1.152 -0.533 3.323
C -1.073 -1.335 4.532
C -0.851 -0.466 5.739
C 0.101 -0.788 6.695
C 0.280 0.018 7.807
C -0.486 1.158 7.969
C -1.435 1.489 7.016
C -1.619 0.681 5.910
C -1.632 -1.292 2.186
C -1.779 -0.371 0.969
H 0.431 1.564 -3.970
H 1.539 0.949 -5.215
H 1.388 2.707 -4.953
H 3.518 2.641 -2.208
H 2.138 3.538 -2.906
H 0.641 1.783 -1.640
H 1.485 3.027 -0.679
H 0.461 -1.535 0.412
H 1.495 -2.253 -1.819
H 0.972 -2.628 -4.147
H -0.060 -3.253 -5.973
H 0.924 -1.841 -6.421
H -0.498 -2.287 -7.379
H -2.854 -0.549 -5.740
H -1.516 0.511 -6.243
H -2.011 -0.857 -7.254
H -2.122 0.342 -3.894
H -1.552 0.713 -1.573
H 0.879 1.521 1.581
H -0.806 1.772 2.060
H 0.456 0.665 3.865
H 0.900 -0.670 2.775
H -0.277 -2.100 4.465
H -2.030 -1.857 4.643
H 0.707 -1.675 6.571
H 1.024 -0.244 8.545
H -0.343 1.789 8.835
H -2.035 2.380 7.138
H -2.352 0.932 5.158
H -2.612 -1.711 2.432
H -0.957 -2.135 1.945
H -2.117 -0.952 0.109
H -2.529 0.391 1.198
```

Here are the natural (NBO) charges for atoms 1 to 6, given in e:
1 C -0.25
2 O -0.53
3 C -0.07
4 C -0.26
5 N -0.20
6 N -0.07



> Look up the HOMO level of the first one.

-7.1 eV